96
Properties=species:S:1:pos:R:3:forces:R:3 method="wB97M-V/def2-TZVPD" relative_energy_kj_mol=0.00
O 6.551 -5.295 -2.528 -0.34 0.02 -0.08
C 5.632 -4.684 -2.990 0.15 -0.07 0.05
O 5.306 -4.831 -4.304 0.34 -0.02 -0.15
C 4.722 -3.810 -2.150 0.31 0.24 0.19
C 3.972 -2.678 -2.844 -0.01 -0.12 -0.07
O 2.837 -2.260 -2.092 -0.14 0.36 0.09
C 1.725 -3.013 -1.949 -0.03 -0.09 -0.13
O 0.880 -2.675 -1.160 0.17 -0.13 0.03
N 1.620 -4.118 -2.773 -0.12 0.17 0.02
I 1.126 -5.894 -1.924 -0.08 -0.16 -0.08
H 5.011 -3.997 -4.688 -0.24 -0.05 0.07
H 5.363 -3.391 -1.374 -0.12 -0.04 0.08
H 4.029 -4.488 -1.645 -0.02 -0.06 -0.10
H 3.677 -2.917 -3.871 -0.14 -0.03 0.00
H 4.575 -1.780 -2.910 0.09 0.01 -0.03
H 2.336 -4.229 -3.470 0.13 -0.12 0.08
O -4.660 -2.313 -4.505 0.01 0.00 0.01
C -3.762 -1.869 -3.867 -0.01 0.00 -0.01
O -3.539 -0.546 -3.672 -0.03 0.06 0.00
C -2.518 -0.398 -2.680 0.06 -0.03 0.07
C -1.785 -1.725 -2.768 0.03 0.08 0.01
O -2.821 -2.601 -3.235 0.02 -0.05 0.00
H -1.905 0.467 -2.920 0.00 0.02 -0.07
H -2.994 -0.252 -1.709 0.00 0.00 0.02
H -0.985 -1.708 -3.510 0.01 0.00 -0.01
H -1.387 -2.085 -1.826 -0.05 -0.07 0.00
O 4.633 0.351 -3.293 0.11 0.14 -0.02
C 3.626 0.982 -3.408 -0.05 -0.12 0.03
O 3.484 2.277 -3.085 -0.01 0.00 -0.03
C 2.199 2.727 -3.560 -0.04 0.04 -0.03
C 1.424 1.428 -3.649 -0.06 0.07 0.03
O 2.471 0.471 -3.879 -0.05 -0.02 -0.06
H 1.776 3.438 -2.861 0.08 -0.01 0.08
H 2.329 3.205 -4.530 0.00 0.00 -0.01
H 0.925 1.175 -2.713 0.00 0.01 0.02
H 0.711 1.399 -4.467 0.05 -0.02 -0.05
O -0.182 4.528 -4.484 0.04 -0.04 0.05
C -0.846 4.486 -3.492 -0.04 -0.04 -0.08
O -0.796 3.473 -2.597 -0.01 -0.05 -0.01
C -1.560 3.854 -1.432 0.12 0.02 0.03
C -2.491 4.908 -1.994 -0.04 -0.12 0.03
O -1.732 5.415 -3.112 -0.01 0.03 -0.02
H -2.056 2.983 -1.018 0.02 0.04 -0.09
H -0.872 4.267 -0.694 -0.04 -0.05 0.00
H -3.416 4.479 -2.380 -0.02 0.01 0.00
H -2.700 5.711 -1.298 0.00 0.05 -0.03
O -2.703 3.542 1.248 -0.09 -0.10 0.04
C -1.908 3.664 2.119 -0.01 0.10 0.02
O -2.195 3.712 3.438 -0.04 -0.02 0.02
C -0.972 3.635 4.177 0.08 -0.02 -0.02
C 0.045 4.138 3.164 -0.03 0.03 0.07
O -0.572 3.781 1.924 0.06 0.02 -0.04
H -1.051 4.248 5.070 -0.04 0.04 -0.02
H -0.798 2.595 4.457 0.01 0.00 0.01
H 0.161 5.223 3.195 0.00 0.00 0.01
H 1.018 3.662 3.234 -0.02 -0.05 -0.03
O 1.351 -8.885 -0.831 0.00 -0.01 -0.03
C 2.126 -8.759 0.070 -0.04 0.09 -0.06
O 2.418 -7.578 0.635 0.00 0.21 0.21
C 3.196 -7.803 1.821 0.03 -0.17 -0.01
C 3.801 -9.165 1.526 0.06 0.09 0.06
O 2.822 -9.753 0.649 0.00 -0.06 -0.02
H 3.932 -7.017 1.942 -0.02 0.01 -0.11
H 2.522 -7.821 2.678 0.00 -0.01 0.01
H 4.746 -9.082 0.988 0.00 0.01 0.00
H 3.929 -9.795 2.400 -0.06 -0.03 -0.01
O 6.091 -7.512 2.851 0.01 -0.04 0.04
C 6.888 -8.260 3.320 0.00 0.00 -0.02
O 6.575 -9.427 3.928 -0.04 -0.05 -0.01
C 7.784 -10.164 4.151 0.07 0.01 -0.03
C 8.829 -9.060 4.155 -0.03 -0.05 0.06
O 8.221 -8.070 3.317 0.05 0.06 0.01
H 7.706 -10.709 5.087 -0.04 0.05 0.03
H 7.922 -10.863 3.326 0.01 -0.01 0.00
H 8.977 -8.631 5.147 0.01 -0.01 0.01
H 9.786 -9.349 3.732 -0.02 0.01 -0.06
O -3.032 6.995 0.453 0.05 0.04 0.05
C -3.625 7.200 1.466 -0.04 0.03 -0.03
O -3.895 8.430 1.954 -0.02 0.03 0.00
C -4.814 8.288 3.048 -0.09 -0.05 0.02
C -4.565 6.858 3.492 0.03 0.06 0.08
O -4.113 6.246 2.276 0.06 -0.06 0.06
H -4.594 9.036 3.804 0.08 0.00 -0.02
H -5.828 8.423 2.673 0.00 -0.01 0.02
H -3.764 6.783 4.230 0.01 0.01 0.00
H -5.456 6.351 3.845 0.00 -0.04 -0.11
O -7.478 6.230 2.645 -0.04 0.03 0.03
C -8.464 6.853 2.412 0.01 0.00 -0.05
O -8.593 8.185 2.617 0.03 0.05 0.00
C -9.813 8.625 2.006 -0.04 -0.04 -0.05
C -10.626 7.341 1.967 0.00 0.07 0.04
O -9.601 6.341 1.906 -0.03 -0.06 0.01
H -10.254 9.414 2.608 0.02 -0.02 0.06
H -9.586 9.003 1.009 -0.01 0.00 -0.01
H -11.205 7.187 2.879 -0.01 0.01 0.00
H -11.272 7.247 1.100 0.05 -0.02 -0.04

75
Properties=species:S:1:pos:R:3:forces:R:3 method="wB97M-V/def2-TZVPD" total_charge=+1
C -1.411 1.689 5.280 0.07 0.17 0.47
C -0.028 1.151 5.618 -1.24 0.06 -1.09
F 0.202 1.103 6.958 0.31 0.13 -0.12
N 0.942 1.993 4.905 0.79 -0.21 0.28
C 1.189 3.244 5.244 -0.20 0.44 0.47
N 0.631 3.891 6.289 -0.10 -0.19 0.06
C 1.132 5.103 6.270 -0.46 -0.69 0.13
Br 0.680 6.358 7.533 0.19 0.26 -0.16
N 1.978 5.274 5.256 0.03 0.86 0.56
N 2.035 4.081 4.608 0.06 -0.77 -0.60
H -2.200 1.021 5.617 0.04 -0.09 -0.07
H -1.446 1.826 4.201 -0.22 -0.20 -0.02
H -1.563 2.661 5.751 0.01 -0.03 0.04
H 0.062 0.156 5.184 0.36 -0.02 0.12
H 1.425 1.581 4.116 -0.10 -0.19 0.02
H 2.468 6.123 5.022 0.25 -0.21 -0.35
H 2.588 3.878 3.791 0.16 0.42 -0.03
O 0.779 -0.654 2.446 3.36 0.94 1.72
P 1.381 -1.961 1.978 -5.11 -2.17 -3.06
N 1.396 -1.639 0.296 -0.03 0.65 -0.04
C 1.199 -2.599 -0.772 0.44 -0.53 0.03
C 2.224 -0.518 -0.134 -0.06 0.44 0.23
N 0.045 -2.959 2.490 0.33 -0.15 -0.04
C -0.971 -3.353 1.532 -0.09 -0.18 -0.02
C -0.551 -2.472 3.732 -0.26 0.02 -0.10
N 2.451 -3.251 1.970 1.58 1.41 1.33
C 3.853 -2.937 1.692 0.01 0.06 -0.34
C 2.150 -4.673 1.994 -0.18 -0.40 0.51
H 2.076 -3.237 -0.962 -0.02 0.00 -0.01
H 0.985 -2.061 -1.697 0.09 0.15 0.06
H 0.339 -3.237 -0.606 0.10 -0.02 0.12
H 3.295 -0.761 -0.139 -0.01 -0.02 -0.15
H 2.083 0.341 0.525 -0.05 -0.09 0.08
H 1.947 -0.191 -1.137 -0.06 -0.13 -0.03
H -1.425 -2.499 1.011 -0.01 -0.04 -0.05
H -1.765 -3.898 2.047 -0.01 0.12 0.13
H -0.581 -4.061 0.801 0.05 0.08 0.00
H -1.202 -1.604 3.563 0.01 0.02 0.07
H 0.214 -2.185 4.452 0.03 -0.06 -0.02
H -1.153 -3.262 4.185 0.05 -0.10 -0.08
H 4.094 -3.073 0.632 0.02 -0.03 0.02
H 4.521 -3.569 2.277 -0.07 -0.03 0.06
H 4.082 -1.904 1.961 -0.04 0.03 -0.05
H 1.815 -5.023 1.014 -0.05 0.05 0.01
H 1.406 -4.923 2.742 -0.14 0.13 -0.12
H 3.046 -5.237 2.258 0.13 0.19 -0.07
O 0.742 0.856 -4.298 0.44 3.23 -0.09
P -0.696 1.168 -4.560 -2.38 -5.26 -0.47
N -1.386 0.696 -3.057 0.48 -0.18 0.38
C -2.712 0.160 -2.841 -0.47 0.40 -0.24
C -0.879 1.400 -1.891 0.46 0.04 0.03
N -0.996 0.033 -5.843 0.00 -0.27 0.13
C -1.718 -1.204 -5.597 -0.36 0.07 0.01
C 0.195 -0.268 -6.637 0.18 0.13 0.01
N -1.932 2.179 -5.086 1.57 1.94 0.29
C -2.080 3.451 -4.381 -0.12 -0.09 0.30
C -3.012 1.879 -6.007 -0.02 -0.06 -0.56
H -3.510 0.919 -2.883 -0.01 -0.03 0.00
H -2.756 -0.299 -1.852 0.12 0.11 0.06
H -2.959 -0.634 -3.537 0.03 0.14 -0.07
H -1.290 2.416 -1.797 -0.07 -0.05 0.12
H 0.207 1.483 -1.946 -0.02 0.04 -0.10
H -1.108 0.856 -0.971 -0.09 -0.09 -0.07
H -1.274 -1.807 -4.792 -0.05 -0.03 -0.01
H -1.727 -1.807 -6.506 0.17 0.03 -0.03
H -2.771 -1.022 -5.376 0.06 0.03 0.07
H 0.854 -0.993 -6.148 0.04 0.03 0.00
H 0.776 0.632 -6.829 0.00 -0.01 0.03
H -0.112 -0.676 -7.603 -0.11 -0.01 0.04
H -2.831 3.388 -3.583 -0.02 0.04 -0.03
H -2.378 4.248 -5.064 0.02 -0.05 -0.07
H -1.134 3.758 -3.931 0.00 -0.05 0.03
H -3.794 1.280 -5.530 0.03 -0.04 0.00
H -2.661 1.369 -6.898 0.06 -0.16 0.13
H -3.474 2.807 -6.351 0.08 0.10 0.19

no.,DFT total energy (eV),orbital gap (Eh)
1,-96573.7488,0.336
2,-127614.9732,0.251